The following is a quantum chemistry calculation of one molecule with the formula C4H6N2 in a non-equilibrium geometry, from the Open Molecules 2025 dataset.

E_LUMO (eV): 1.0
Energy relative to the best compared isomer or geometry (same formula, charge and spin) (kcal/mol): 90.8

Each line ends with the Mulliken charge.
Geometry (Å):
C  0.28478  -1.54854  0.37221  -0.225
H  -0.82798  2.12949  -1.64498  0.271
N  -0.23332  0.33231  -0.75832  0.657
N  -0.22444  -0.98208  -0.81533  -0.949
H  -1.14900  0.50775  -2.44554  0.267
C  0.46999  -0.31664  1.22697  -0.348
H  0.58762  -0.38228  2.31119  0.338
H  1.25275  -2.11325  0.07851  0.233
H  0.28363  1.74309  0.84754  0.390
C  -0.67441  1.11950  -1.66747  -0.405
H  -0.36931  -2.15384  0.90123  0.273
C  0.09706  0.74890  0.61631  -0.503